1.
{
  "formula": "C13H20OS",
  "method": "ωB97M-V/def2-TZVPD",
  "spin_multiplicity": 3,
  "orbital_gap_ev": [6.93, 6.62],
  "charge": 0,
  "lumo_ev": [0.7, -2.2],
  "elements": ["C", "C", "C", "C", "C", "C", "C", "C", "C", "C", "C", "C", "C", "O", "S", "H", "H", "H", "H", "H", "H", "H", "H", "H", "H", "H", "H", "H", "H", "H", "H", "H", "H", "H", "H"],
  "coordinates": [[0.23, -0.49, 2.52], [-1.77, -0.34, 1.17], [0.99, -0.38, 1.36], [-1.02, -0.23, -0.01], [-1.16, -0.59, 2.38], [0.34, -0.19, 0.07], [-2.21, -2.62, 3.70], [2.35, 1.98, -0.74], [1.93, 1.08, -3.26], [0.05, 2.05, -1.82], [-2.14, -1.07, 3.42], [1.18, -0.15, -1.17], [1.38, 1.23, -1.83], [-0.82, -0.72, -3.29], [1.70, -1.48, -1.78], [0.63, -0.68, 3.55], [-2.84, -0.45, 0.96], [2.06, -0.30, 1.55], [-1.35, -0.31, -0.95], [-1.31, -3.01, 3.28], [-3.08, -3.22, 3.39], [-2.27, -2.56, 4.77], [1.80, 2.69, -0.19], [3.14, 2.50, -1.30], [2.75, 1.16, -0.19], [2.14, 1.99, -3.68], [2.87, 0.50, -3.26], [1.23, 0.44, -3.88], [-0.76, 1.48, -2.36], [0.24, 3.01, -2.39], [-0.26, 2.30, -0.81], [-1.85, -0.64, 4.37], [-3.06, -0.69, 3.18], [0.13, -0.79, -3.15], [-1.25, -1.49, -3.62]]
}

---

2.
{
  "formula": "C5H15NO2",
  "method": "ωB97M-V/def2-TZVPD",
  "orbital_gap_ev": 10.00,
  "charge": 0,
  "lumo_ev": 0.9,
  "smiles": "CC[C@@H](C)NCO.O",
  "elements": ["C", "C", "C", "C", "N", "C", "O", "H", "H", "H", "H", "H", "H", "H", "H", "H", "H", "H", "H", "H", "O", "H", "H"],
  "coordinates": [[-0.50, 2.28, -0.83], [0.48, 1.40, -0.09], [0.21, -0.11, -0.15], [0.43, -0.60, -1.57], [0.95, -0.84, 0.83], [0.48, -2.15, 1.16], [1.06, -3.22, 0.41], [-0.08, 3.27, -0.92], [-0.75, 1.89, -1.82], [-1.45, 2.39, -0.29], [1.52, 1.58, -0.42], [0.54, 1.64, 0.97], [-0.86, -0.24, 0.04], [0.03, -1.58, -1.83], [-0.02, 0.00, -2.37], [1.49, -0.71, -1.84], [1.96, -0.81, 0.78], [-0.60, -2.17, 1.11], [0.75, -2.44, 2.18], [0.98, -3.08, -0.55], [-2.53, 0.98, 1.65], [-2.48, 1.81, 2.12], [-1.63, 0.71, 1.44]]
}

---

3.
{
  "formula": "C19H17MnN9O4",
  "method": "ωB97M-V/def2-TZVPD",
  "spin_multiplicity": 5,
  "orbital_gap_ev": [6.46, 7.21],
  "charge": 1,
  "lumo_ev": [-4.1, -3.6],
  "elements": ["Mn", "O", "C", "N", "C", "C", "C", "C", "C", "C", "N", "C", "O", "C", "C", "C", "C", "C", "N", "C", "C", "C", "C", "C", "N", "H", "H", "H", "H", "H", "H", "H", "H", "H", "H", "H", "H", "N", "N", "C", "N", "N", "N", "O", "O", "H", "H", "H", "H", "H"],
  "coordinates": [[-0.35, -0.15, -0.14], [2.19, 3.09, -0.48], [1.88, 1.91, -0.46], [0.69, 1.46, 0.10], [-0.15, 2.51, 0.59], [0.26, 3.58, 1.37], [-0.68, 4.51, 1.79], [-2.02, 4.37, 1.43], [-2.44, 3.29, 0.67], [-1.50, 2.36, 0.27], [-1.76, 1.12, -0.36], [-2.91, 0.83, -1.02], [-3.80, 1.58, -1.33], [-3.01, -0.65, -1.25], [-4.10, -1.21, -1.88], [-4.18, -2.59, -1.94], [-3.19, -3.35, -1.33], [-2.13, -2.70, -0.73], [-2.01, -1.37, -0.70], [2.86, 0.92, -1.02], [4.01, 1.43, -1.62], [4.94, 0.53, -2.12], [4.68, -0.82, -2.00], [3.50, -1.23, -1.41], [2.59, -0.37, -0.93], [1.30, 3.71, 1.63], [-0.37, 5.36, 2.38], [-2.74, 5.11, 1.74], [-3.48, 3.18, 0.40], [-4.84, -0.55, -2.29], [-5.02, -3.08, -2.42], [-3.23, -4.43, -1.32], [-1.36, -3.29, -0.25], [4.15, 2.50, -1.67], [5.85, 0.89, -2.59], [5.38, -1.56, -2.37], [3.28, -2.28, -1.33], [-0.51, -0.08, 2.26], [0.22, -1.15, 2.79], [0.74, -2.08, 1.96], [1.40, -3.10, 2.48], [0.52, -1.85, 0.66], [0.93, -2.75, -0.30], [1.46, -3.81, -0.01], [0.67, -2.39, -1.43], [-0.03, 0.80, 2.40], [-1.44, -0.05, 2.67], [0.43, -1.18, 3.77], [1.51, -3.19, 3.48], [1.79, -3.79, 1.86]]
}

---

4.
{
  "formula": "C5H8",
  "method": "ωB97M-V/def2-TZVPD",
  "orbital_gap_ev": 10.31,
  "charge": 0,
  "lumo_ev": 1.2,
  "smiles": "C1=CCCC1",
  "elements": ["C", "C", "C", "C", "C", "H", "H", "H", "H", "H", "H", "H", "H"],
  "coordinates": [[-0.84, 0.70, -0.83], [-1.39, 0.05, 0.20], [-0.32, -0.62, 1.05], [0.97, -0.45, 0.21], [0.68, 0.70, -0.76], [-1.11, 0.96, -1.85], [-2.45, -0.15, 0.37], [-0.21, -0.18, 2.05], [-0.54, -1.69, 1.22], [1.84, -0.23, 0.83], [1.20, -1.36, -0.35], [1.04, 1.67, -0.39], [1.16, 0.56, -1.74]]
}

---

5.
{
  "formula": "C19H23N3O3",
  "method": "ωB97M-V/def2-TZVPD",
  "orbital_gap_ev": 9.08,
  "charge": 0,
  "lumo_ev": 0.4,
  "elements": ["C", "H", "C", "C", "O", "C", "C", "C", "C", "C", "C", "H", "C", "O", "N", "H", "C", "H", "H", "C", "N", "C", "O", "C", "C", "N", "C", "C", "C", "H", "H", "C", "H", "H", "H", "H", "H", "H", "H", "H", "H", "H", "H", "H", "H", "H", "H", "H"],
  "coordinates": [[-6.59, -0.32, -0.42], [-7.14, -1.02, 0.02], [-5.86, 0.77, 0.44], [-4.99, 1.58, -0.28], [-3.93, 0.75, -0.99], [-3.01, 0.36, 0.00], [-2.89, 0.57, 1.48], [-1.74, 0.18, 1.87], [-0.85, -0.62, 1.26], [-0.91, -0.94, -0.02], [-2.07, -0.14, -0.69], [-2.22, -0.41, -1.86], [0.04, -1.92, -0.88], [0.42, -1.37, -1.86], [0.39, -2.89, -0.27], [0.12, -3.00, 0.97], [1.48, -3.86, -0.64], [1.21, -4.80, -0.37], [1.52, -3.45, -1.84], [2.80, -3.23, -0.03], [3.00, -1.87, -0.43], [2.59, -0.89, 0.80], [2.39, -1.23, 1.82], [2.75, 0.49, 0.44], [2.45, 1.11, -1.23], [2.65, 2.24, -1.32], [3.03, 2.90, -0.42], [3.39, 2.85, 0.85], [3.17, 1.32, 1.33], [3.53, 0.97, 2.28], [3.71, 3.54, 1.54], [3.12, 4.48, -0.99], [2.59, 5.20, -0.21], [4.17, 4.70, -0.82], [2.79, 4.53, -1.89], [2.06, 0.51, -1.72], [3.15, -1.53, -1.45], [3.61, -3.83, -0.39], [2.86, -3.42, 0.94], [-0.06, -0.90, 1.99], [-1.52, 0.30, 3.20], [-3.64, 1.38, 2.09], [-5.65, 2.05, -1.07], [-4.75, 2.26, 0.45], [-5.60, 0.20, 1.18], [-6.65, 1.22, 0.92], [-7.15, 0.09, -1.22], [-5.73, -1.03, -0.97]]
}

---

6.
{
  "formula": "C4H12N2",
  "method": "ωB97M-V/def2-TZVPD",
  "spin_multiplicity": 2,
  "orbital_gap_ev": [9.26, 3.70],
  "charge": 1,
  "lumo_ev": [-3.6, -9.1],
  "elements": ["C", "C", "C", "N", "C", "N", "H", "H", "H", "H", "H", "H", "H", "H", "H", "H", "H", "H"],
  "coordinates": [[-1.20, -0.11, 0.23], [-0.63, 0.15, -1.15], [0.49, -0.85, -1.52], [1.81, -0.11, -1.54], [-0.08, 0.24, 1.29], [-0.58, 0.76, 2.52], [-1.49, -1.15, 0.41], [-2.01, 0.63, 0.34], [-0.16, 1.11, -1.35], [-1.39, 0.04, -1.94], [0.50, -1.17, -2.56], [0.52, -1.67, -0.80], [2.10, 0.22, -0.62], [2.55, -0.72, -1.89], [0.59, -0.60, 1.51], [0.54, 1.05, 0.83], [-1.60, 0.84, 2.50], [-0.34, 0.16, 3.32]]
}